No. 1
This record from the Open Molecules 2025 dataset describes a single C4H12N2 molecule at a distorted geometry. The level of theory is the ωB97M-V functional and the def2-TZVPD basis.

Results
2S+1: 1
LUMO level, eV: 1.1
Relative energy (zero: lowest compared OMol25 entry of this formula, charge and spin), eV: 0.344
Electronic energy, eV: -7322.684
Total charge: 0
Orbital gap, eV: 9.923

```
18
Properties=species:S:1:pos:R:3:forces:R:3
C -1.63576 -0.90109 0.38154 -0.14 0.07 -0.37
C -0.73779 0.00827 -0.44927 0.83 -0.19 0.55
C -1.47922 1.25327 -0.86183 -0.37 0.02 -0.11
N 0.45884 0.40135 0.32723 -0.40 0.19 -0.19
C 1.58320 -0.49879 0.17227 -0.16 0.12 0.25
N 2.76666 0.16331 0.72520 0.08 -0.71 0.43
H -2.35193 -1.38976 -0.27738 -0.12 -0.12 -0.01
H -2.20514 -0.31607 1.10515 0.14 -0.02 0.13
H -1.06638 -1.66976 0.89371 0.06 -0.07 0.11
H -0.37401 -0.54809 -1.32633 -0.30 0.03 -0.16
H -0.89742 1.88163 -1.53036 0.15 0.11 -0.03
H -1.73921 1.81440 0.03696 0.02 0.13 -0.03
H -2.40884 1.00478 -1.37496 -0.02 -0.03 0.00
H 0.74363 1.33764 0.05294 0.16 -0.19 -0.01
H 1.75784 -0.77954 -0.87678 0.17 0.17 -0.04
H 1.35107 -1.42531 0.70800 -0.09 -0.12 -0.06
H 2.66509 0.10393 1.74227 0.00 0.39 -0.25
H 3.56938 -0.44020 0.55164 -0.01 0.23 -0.21
```
Positions in Å, forces in eV/Å.

Mulliken atomic charge list, values in e, 4 entries: atom 1 (C): -1.31, atom 2 (C): 0.66, atom 3 (C): -1.60, atom 4 (N): -0.48



No. 2
This record from the Open Molecules 2025 dataset describes a molecular structure, C34H31MnN3O2P2S2Te4. The level of theory is the ωB97M-V functional and the def2-TZVPD basis.

Results
2S+1: 2
LUMO level (alpha / beta), eV: -0.1 / -0.1
Electronic energy, eV: -145070.161
Total charge: 0
Orbital gap (alpha / beta), eV: 5.524 / 5.555

```
79
Properties=species:S:1:pos:R:3:forces:R:3
Mn 1.49050 -0.95008 -1.78316 0.31 0.65 0.03
Te 2.82132 -2.45142 -3.55407 -0.01 -0.15 -0.34
Te 4.72922 -4.08928 -2.79636 -0.02 0.06 0.17
Te 6.01992 0.00438 -1.86952 -0.14 -0.03 -0.04
Te 3.68491 0.16513 -3.16838 0.14 0.09 0.14
O 0.08600 -1.72036 -0.20005 -0.18 -0.10 -0.04
P -0.50596 -1.30588 1.09953 0.09 0.01 0.00
C 0.52862 -0.01195 1.85687 0.01 -0.01 -0.05
P 0.84835 1.35777 0.69452 0.14 -0.03 0.12
O 1.06621 0.85987 -0.69785 -0.24 -0.01 -0.13
C -0.52560 2.51794 0.79037 -0.04 -0.03 -0.07
C -0.64227 3.40908 -0.27666 0.00 -0.02 -0.03
C -1.67201 4.33353 -0.30573 -0.01 0.00 0.02
C -2.58960 4.38052 0.73567 0.00 0.00 -0.01
C -2.47232 3.50601 1.80488 -0.01 -0.01 0.00
C -1.44378 2.57542 1.83276 0.04 0.03 0.03
C 2.29342 2.21231 1.30879 0.00 -0.03 0.04
C 2.23067 3.05473 2.41942 0.00 0.01 -0.01
C 3.38283 3.67057 2.87541 0.01 0.00 -0.01
C 4.59170 3.45085 2.22157 -0.01 0.02 0.01
C 4.65370 2.61630 1.11679 0.00 -0.02 -0.02
C 3.50328 1.99094 0.65650 0.02 -0.02 0.02
C -2.14133 -0.58993 0.90644 0.01 0.02 -0.06
C -2.44124 -0.09631 -0.36111 -0.03 0.04 0.03
C -3.63982 0.56645 -0.58171 0.02 -0.01 0.01
C -4.54367 0.72287 0.45853 0.00 0.00 0.00
C -4.25009 0.22598 1.72315 -0.01 0.01 0.00
C -3.04792 -0.42311 1.95089 0.01 0.02 0.06
C -0.59531 -2.66920 2.26338 0.08 0.02 0.04
C -1.76743 -3.39884 2.44520 -0.03 -0.01 -0.03
C -1.76166 -4.53382 3.24243 0.00 0.00 0.00
C -0.58702 -4.94779 3.85315 0.00 0.01 0.00
C 0.58950 -4.23637 3.65928 0.00 -0.01 0.00
C 0.58825 -3.10332 2.86355 -0.04 0.00 0.02
H 1.51217 -0.45686 2.03717 0.01 0.01 0.00
H 0.13870 0.34141 2.81253 -0.02 -0.01 0.00
H 0.07446 3.36782 -1.08714 -0.03 -0.02 0.02
H -1.75929 5.01775 -1.13948 0.00 0.00 0.00
H -3.39655 5.10118 0.71319 0.00 0.01 0.00
H -3.18642 3.54018 2.61709 -0.01 0.00 0.00
H -1.37386 1.89797 2.67322 0.00 -0.03 0.00
H 1.28404 3.24304 2.91400 0.00 0.00 0.00
H 3.34077 4.32889 3.73318 0.00 0.00 0.00
H 5.48911 3.94001 2.57790 0.00 0.00 0.00
H 5.58527 2.43284 0.59678 0.00 0.00 0.00
H 3.56283 1.33701 -0.20675 -0.01 0.00 -0.01
H -1.72094 -0.21695 -1.15942 0.03 -0.02 -0.04
H -3.85976 0.96021 -1.56596 -0.01 0.00 0.00
H -5.48234 1.23375 0.28695 0.00 0.01 0.00
H -4.95804 0.34896 2.53240 -0.01 0.00 0.00
H -2.81754 -0.79619 2.94290 0.00 0.00 -0.02
H -2.68370 -3.09238 1.95527 0.03 0.00 0.01
H -2.67466 -5.09739 3.38121 0.00 -0.01 0.00
H -0.58458 -5.83408 4.47370 0.00 -0.01 0.00
H 1.51080 -4.57122 4.11646 0.00 0.00 0.00
H 1.51949 -2.57816 2.69093 0.01 0.01 0.00
C 0.24742 -4.36053 -1.75660 -0.02 0.04 0.04
C -0.60456 -3.40859 -2.52609 0.06 -0.01 -0.07
N -0.29860 -2.17107 -2.78774 -0.08 -0.09 0.19
C -1.26935 -1.54472 -3.52509 -0.02 0.04 0.03
C -2.34269 -2.31711 -3.83560 0.02 -0.01 -0.05
S -2.12101 -3.88369 -3.19093 -0.01 0.00 0.00
C -1.06542 -0.12623 -3.81789 -0.02 -0.01 0.01
C -1.93516 0.70675 -4.44650 0.03 -0.02 -0.03
S -1.28540 2.28283 -4.48667 0.00 0.00 0.03
C 0.11448 1.73706 -3.64534 0.05 -0.02 -0.06
N 0.09682 0.46389 -3.36511 -0.06 -0.10 0.14
C 1.21236 2.70233 -3.34825 0.02 -0.02 0.02
H 1.12275 -3.83707 -1.37885 -0.01 -0.02 0.00
H 0.57973 -5.18062 -2.39423 0.02 0.00 0.00
H -0.30619 -4.77649 -0.91358 -0.01 0.00 0.00
H -3.22061 -2.05244 -4.39965 -0.01 0.01 0.00
H -2.89200 0.46910 -4.87885 -0.02 0.00 0.00
H 0.82534 3.72145 -3.30988 0.01 0.00 0.00
H 1.97318 2.65830 -4.12817 0.01 -0.01 0.01
H 1.68316 2.44277 -2.40242 0.02 -0.01 -0.01
N 3.80267 -1.84270 0.04299 -0.12 0.30 0.09
C 2.86471 -1.49414 -0.56473 0.00 -0.45 -0.13
H 4.81703 -1.72989 -0.02151 0.05 -0.04 -0.06
```
Positions in Å, forces in eV/Å.

Mulliken atomic charge list, values in e, 4 entries: atom 1 (Mn): 0.71, atom 2 (Te): 0.05, atom 3 (Te): -0.44, atom 4 (Te): -0.57



No. 3
This record from the Open Molecules 2025 dataset describes a molecular structure, C27H29BrN4O3PtS3SeSi. The level of theory is the ωB97M-V functional and the def2-TZVPD basis.

Results
2S+1: 1
LUMO level, eV: 3.6
Relative energy (zero: lowest compared OMol25 entry of this formula, charge and spin), eV: 0.000
Electronic energy, eV: -219593.302
Total charge: -2
Orbital gap, eV: 5.060

```
70
Properties=species:S:1:pos:R:3:forces:R:3
Pt 0.16497 -0.16648 -0.07927 0.29 -0.33 -0.02
C -2.72332 -4.21949 0.02831 -0.06 0.01 0.03
N -3.21352 -2.97264 -0.53469 0.09 -0.02 -0.14
C -4.64901 -2.81038 -0.67760 -0.07 0.01 0.02
C -2.47913 -1.88507 -0.31568 -0.21 0.33 0.06
N -1.84672 -0.94234 -0.12563 0.35 -0.31 -0.04
H -3.07692 -5.04833 -0.58703 0.01 -0.01 0.01
H -3.07137 -4.36413 1.05758 0.00 -0.01 0.00
H -1.63603 -4.21035 0.02296 0.00 -0.01 0.00
H -5.03396 -3.60642 -1.31739 0.00 0.00 0.00
H -4.85575 -1.85001 -1.14404 0.01 0.02 0.01
H -5.16188 -2.85377 0.29028 0.01 0.02 0.00
O 0.20672 0.09497 1.93139 -0.23 -0.02 -0.01
C -0.07088 1.35509 2.44937 0.12 0.07 -0.10
C 0.70218 2.46268 1.74032 -0.03 0.03 0.07
C 0.37539 3.04556 0.55405 0.05 0.03 -0.02
C 1.39498 3.90369 0.05885 -0.03 0.00 0.01
C 2.47792 3.95879 0.87984 0.01 -0.03 0.01
S 2.26856 2.96718 2.26070 -0.01 -0.01 0.02
C 0.31462 1.28421 3.92317 -0.09 -0.03 0.03
C 0.44650 2.25825 4.86711 0.04 -0.02 0.05
C 0.69840 1.73517 6.16643 0.00 0.01 -0.04
C 0.74242 0.37228 6.17150 -0.03 0.03 0.03
S 0.49079 -0.27624 4.60847 0.09 -0.07 -0.07
C -1.56269 1.68378 2.41124 0.04 0.06 0.15
C -2.18892 2.89290 2.38174 -0.06 -0.01 -0.09
C -3.60090 2.79381 2.51288 0.04 0.00 0.08
C -4.01112 1.50730 2.67259 -0.01 0.02 0.02
S -2.69592 0.41516 2.63344 0.01 -0.06 0.02
H -0.54875 2.84178 0.02609 -0.02 -0.04 -0.02
H 1.30985 4.44256 -0.87313 0.02 -0.01 -0.03
H 3.38612 4.52647 0.75530 0.01 0.02 -0.03
H 0.37082 3.31078 4.63498 -0.06 0.01 0.00
H 0.83994 2.34644 7.04779 0.01 0.00 0.01
H 0.91710 -0.27942 7.01283 0.02 0.00 0.03
H -1.66416 3.82336 2.22722 0.01 0.02 -0.01
H -4.26814 3.64159 2.46186 -0.02 0.00 -0.08
H -5.02186 1.13832 2.74150 -0.02 0.01 -0.01
C 2.75141 -2.40480 -2.00440 -0.10 0.03 -0.05
Si 2.97260 -1.59157 -0.32251 0.12 -0.02 0.16
C 4.85266 -1.44857 -0.08957 0.04 -0.01 -0.06
C 2.37839 -2.80467 0.99478 -0.04 0.01 0.05
C 2.18193 0.05749 -0.10581 -0.14 0.18 -0.08
H 3.39441 -3.28595 -2.08610 0.00 -0.03 -0.01
H 3.00796 -1.71417 -2.81140 0.01 0.01 -0.02
H 1.71236 -2.70209 -2.15462 0.00 -0.01 0.00
H 5.35904 -2.40930 -0.22494 0.01 -0.02 0.01
H 5.09044 -1.07681 0.91010 -0.01 0.02 0.02
H 5.27120 -0.74389 -0.81357 0.02 0.01 0.00
H 2.59892 -3.84617 0.74296 0.03 -0.01 -0.01
H 1.30006 -2.68158 1.11950 0.00 -0.05 -0.01
H 2.83887 -2.57946 1.96032 0.01 0.01 0.02
H 2.43584 0.76950 -0.89938 0.10 -0.02 0.01
H 2.53074 0.46562 0.84877 -0.04 0.05 0.02
Br -0.63241 -3.67290 -6.42563 -0.01 0.01 0.00
C -0.13735 -1.89067 -5.96859 0.04 0.04 0.03
C 0.13391 -0.98671 -6.98009 0.01 0.07 0.00
N 0.50360 0.26772 -6.72945 -0.04 -0.04 -0.01
C 0.59030 0.64424 -5.45266 -0.01 -0.08 -0.05
C 0.32706 -0.19741 -4.37854 -0.04 0.17 0.20
C -0.03970 -1.50737 -4.64409 0.02 0.00 -0.03
C 0.44116 0.33795 -2.94334 0.18 -0.08 -0.44
O 0.75871 1.50437 -2.78010 0.00 -0.17 0.00
O 0.20955 -0.58708 -2.08873 -0.22 0.17 0.26
H 0.04755 -1.27996 -8.02086 0.02 -0.02 0.01
H 0.88376 1.66551 -5.24687 -0.02 0.01 0.00
H -0.23153 -2.18488 -3.82429 -0.04 0.01 0.01
Se -2.96426 1.93128 -1.31242 -0.11 0.17 0.01
C -3.39635 3.69418 -1.07499 -0.10 -0.24 -0.08
N -3.67969 4.81038 -0.91477 0.00 0.14 0.06
```
Positions in Å, forces in eV/Å.

Mulliken atomic charge list, values in e, 4 entries: atom 1 (Pt): 1.25, atom 2 (C): -0.93, atom 3 (N): 0.09, atom 4 (C): -0.96